Record 1
Here is an isolated molecule of C24H29NO2S from the OMol25 dataset. Energies are from ωB97M-V with the def2-TZVPD basis set.

Each line ends with the natural charge from an NBO analysis.
CARTESIAN COORDINATES (ANGSTROEM)
1 C -0.475 -4.497 -0.165  -0.622
2 C -1.460 -3.377 -0.009  -0.063
3 C -2.827 -3.599 -0.140  -0.184
4 C -3.726 -2.563 -0.010  -0.247
5 C -3.285 -1.267 0.249  0.302
6 C -1.917 -1.029 0.393  -0.138
7 C -1.030 -2.090 0.263  -0.127
8 C -1.415 0.336 0.739  -0.315
9 S -0.428 1.068 -0.659  0.164
10 C 1.119 1.469 0.213  -0.626
11 C 1.907 0.231 0.611  0.668
12 O 2.321 0.067 1.738  -0.619
13 N 2.063 -0.657 -0.391  -0.634
14 C 2.948 -1.790 -0.293  -0.221
15 C 4.264 -1.532 -1.045  -0.445
16 C 4.900 -0.276 -0.520  0.077
17 C 5.665 -0.304 0.638  -0.234
18 C 6.183 0.864 1.168  -0.195
19 C 5.938 2.077 0.547  -0.220
20 C 5.179 2.115 -0.609  -0.200
21 C 4.663 0.945 -1.137  -0.260
22 C -2.556 1.255 1.155  -0.442
23 C -3.813 1.043 0.307  0.275
24 C -3.654 1.484 -1.157  -0.439
25 C -3.834 2.999 -1.120  -0.408
26 C -4.795 3.271 0.054  -0.412
27 C -4.965 1.936 0.790  -0.405
28 O -4.240 -0.311 0.388  -0.498
29 H 0.409 -4.320 0.443  0.214
30 H -0.161 -4.578 -1.207  0.214
31 H -0.919 -5.446 0.126  0.215
32 H -3.190 -4.596 -0.343  0.208
33 H -4.788 -2.730 -0.103  0.222
34 H 0.025 -1.897 0.393  0.205
35 H -0.679 0.262 1.543  0.243
36 H 0.895 2.070 1.094  0.242
37 H 1.705 2.064 -0.489  0.249
38 H 1.699 -0.418 -1.302  0.404
39 H 2.450 -2.678 -0.695  0.198
40 H 3.151 -1.934 0.771  0.233
41 H 4.056 -1.433 -2.113  0.204
42 H 4.924 -2.389 -0.897  0.219
43 H 5.851 -1.248 1.130  0.209
44 H 6.773 0.828 2.071  0.213
45 H 6.337 2.990 0.964  0.213
46 H 4.985 3.059 -1.099  0.210
47 H 4.072 0.982 -2.043  0.204
48 H -2.812 1.025 2.194  0.221
49 H -2.249 2.299 1.101  0.227
50 H -4.457 1.015 -1.728  0.215
51 H -2.704 1.182 -1.592  0.220
52 H -2.872 3.481 -0.948  0.206
53 H -4.227 3.375 -2.063  0.214
54 H -5.758 3.637 -0.302  0.211
55 H -4.384 4.030 0.719  0.205
56 H -4.962 2.052 1.873  0.210
57 H -5.897 1.448 0.506  0.219

Results
HOMO-LUMO gap (eV): 8.7
SMILES: Cc1ccc2c(c1)[C@@H](SCC(=O)NCCc1ccccc1)CC1(CCCC1)O2
LUMO level (eV): 0.544
Maximum force (eV/Å): 0.6
DFT total energy (a.u.): -1535.40272
Multiplicity: 1
HOMO energy (eV): -8.1

Record 2
Here is a structure of composition C24H30AgClFN5O9P2 in a non-equilibrium geometry from the OMol25 dataset. Energies are from ωB97M-V with the def2-TZVPD basis set.

Each line ends with the Löwdin charge.
CARTESIAN COORDINATES (ANGSTROEM)
1 Ag -2.239 -3.131 -2.683  0.774
2 N 0.344 -2.885 -0.440  0.011
3 C 0.405 -4.108 0.275  -0.615
4 C 1.489 -4.998 -0.286  -0.113
5 P 0.843 -3.866 2.073  0.502
6 O -0.345 -2.724 2.440  -0.277
7 O 0.982 -5.085 2.905  -0.298
8 O 2.271 -3.124 2.100  -0.150
9 P -1.421 -4.774 0.301  0.328
10 O -1.081 -6.193 0.944  -0.151
11 O -2.178 -3.981 1.312  -0.315
12 O -1.977 -4.878 -1.101  -0.405
13 H 2.164 -2.216 2.461  0.079
14 H -0.267 -2.109 -0.133  0.056
15 H 0.344 -3.002 -1.474  0.086
16 H 2.414 -4.448 -0.497  0.078
17 H 1.211 -5.486 -1.247  0.088
18 H 1.752 -5.818 0.394  0.074
19 H -1.288 -3.206 2.220  0.042
20 H -1.738 -6.910 0.858  0.092
21 F -1.246 1.699 3.093  0.031
22 C -0.484 1.739 1.949  -0.180
23 C -0.827 0.889 0.934  0.123
24 C -0.097 1.014 -0.343  -0.044
25 C -0.438 0.012 -1.333  -0.322
26 O -1.502 -0.674 -1.184  -0.032
27 C 0.383 0.009 -2.522  -0.033
28 C 1.543 0.788 -2.502  0.078
29 N 1.947 1.620 -1.474  0.013
30 C 3.111 2.482 -1.421  -0.266
31 C 4.384 1.977 -1.998  -0.122
32 C 4.312 2.114 -0.576  -0.124
33 C 1.032 1.795 -0.460  -0.137
34 C 1.203 2.797 0.574  0.076
35 C 0.456 2.807 1.790  -0.183
36 N 0.799 3.718 2.742  -0.108
37 C 0.787 5.165 2.478  -0.100
38 C 1.960 5.907 3.202  -0.082
39 N 2.382 5.141 4.389  0.028
40 C 1.367 4.321 5.057  -0.114
41 C 0.573 3.358 4.170  -0.111
42 C 0.165 -0.937 -3.650  -0.612
43 O 1.173 -0.978 -4.428  -0.053
44 O -0.904 -1.644 -3.771  -0.140
45 H -1.634 0.181 1.077  0.141
46 H 2.207 0.768 -3.349  0.133
47 H 3.032 3.585 -1.421  0.146
48 H 4.935 2.784 -2.489  0.117
49 H 4.396 0.974 -2.432  0.128
50 H 4.796 3.016 -0.144  0.114
51 H 4.168 1.224 0.031  0.120
52 H 1.924 3.579 0.461  0.085
53 H -0.184 5.625 2.667  0.130
54 H 0.945 5.232 1.383  0.128
55 H 1.646 6.918 3.543  0.141
56 H 2.852 6.020 2.541  0.145
57 H 3.023 5.643 5.056  0.214
58 H 3.009 4.421 4.002  0.188
59 H 0.698 4.955 5.634  0.135
60 H 1.856 3.694 5.822  0.145
61 H -0.461 3.442 4.519  0.123
62 H 0.822 2.260 4.296  0.158
63 Cl -6.425 0.271 -5.040  0.687
64 C -5.839 -1.267 -4.578  -0.664
65 C -6.689 -2.360 -4.742  -0.105
66 C -6.235 -3.564 -4.214  -0.062
67 C -4.921 -3.680 -3.756  -0.137
68 N -4.117 -2.627 -3.551  -0.055
69 C -4.573 -1.410 -3.921  -0.097
70 H -7.654 -2.134 -5.225  0.112
71 H -6.863 -4.513 -4.263  0.130
72 H -4.491 -4.647 -3.476  0.111
73 H -3.987 -0.565 -3.572  0.117

Results
HOMO-LUMO gap (eV): 4.5
LUMO level (eV): -2.119
Maximum force (eV/Å): 4.4
DFT total energy (a.u.): -3273.25345
Multiplicity: 1
HOMO energy (eV): -6.6

Record 3
Here is a structure of composition C24H30As3NO18SV in a non-equilibrium geometry from the OMol25 dataset. Energies are from ωB97M-V with the def2-TZVPD basis set.

Each line ends with the Löwdin spin population.
CARTESIAN COORDINATES (ANGSTROEM)
1 V -0.457 0.344 1.994  1.800
2 O -1.953 -2.884 6.747  0.009
3 C -1.607 -2.317 5.559  0.018
4 C -2.546 -2.097 4.556  -0.005
5 C -2.116 -1.506 3.392  0.019
6 N -0.845 -1.176 3.191  -0.008
7 C 0.053 -1.347 4.172  0.018
8 C -0.287 -1.925 5.372  -0.005
9 C 1.371 -0.683 3.809  0.009
10 O 2.368 -0.795 4.498  0.018
11 O 1.250 -0.031 2.703  0.001
12 C -2.997 -0.999 2.262  0.007
13 O -4.168 -1.342 2.176  0.015
14 O -2.340 -0.219 1.486  0.004
15 H -2.905 -3.017 6.744  0.000
16 H -3.595 -2.337 4.681  -0.001
17 H 0.446 -2.024 6.161  -0.001
18 C 2.972 -5.155 -1.144  0.000
19 O 2.466 -3.951 -1.705  0.001
20 C 2.007 -3.048 -0.803  0.006
21 O 1.889 -3.344 0.360  0.006
22 C 1.589 -1.760 -1.397  0.015
23 C 2.121 -1.329 -2.550  0.005
24 As 1.492 0.231 -3.637  0.026
25 C 3.296 0.867 -4.161  0.009
26 C 0.982 1.092 -2.002  0.262
27 C -0.154 0.339 -1.567  0.251
28 As 0.173 -0.960 -0.163  0.027
29 C -1.123 -2.401 -0.511  0.007
30 C -1.323 0.273 -2.387  0.082
31 O -2.271 -0.500 -2.303  0.102
32 O -1.368 1.276 -3.344  0.019
33 C -2.534 1.256 -4.144  0.001
34 C 2.065 1.640 -1.217  0.065
35 O 2.997 2.276 -1.698  0.086
36 O 1.962 1.447 0.116  0.016
37 C 2.923 2.076 0.968  0.001
38 C 3.339 -1.990 -3.108  0.004
39 O 4.435 -1.877 -2.634  0.001
40 O 3.223 -2.678 -4.278  0.001
41 C 1.934 -2.912 -4.844  -0.001
42 H 3.400 -5.714 -1.973  0.000
43 H 2.173 -5.727 -0.671  0.000
44 H 3.736 -4.940 -0.399  0.000
45 H 3.618 0.343 -5.065  0.000
46 H 4.013 0.706 -3.361  0.001
47 H 3.227 1.933 -4.360  0.000
48 H -1.078 -2.746 -1.539  0.000
49 H -2.113 -2.010 -0.303  0.000
50 H -0.889 -3.215 0.177  0.001
51 H -2.470 2.123 -4.801  0.000
52 H -3.433 1.315 -3.528  0.001
53 H -2.591 0.341 -4.738  0.001
54 H 2.379 2.509 1.803  0.001
55 H 3.463 2.838 0.415  0.000
56 H 3.613 1.321 1.339  0.001
57 H 2.040 -3.782 -5.489  0.000
58 H 1.606 -2.057 -5.433  0.000
59 H 1.189 -3.117 -4.075  0.000
60 C -0.523 3.969 -0.471  0.002
61 As -1.698 3.072 0.824  0.015
62 C -3.163 2.349 -0.228  0.001
63 C -2.558 4.794 1.341  0.003
64 O -0.651 1.664 0.956  0.037
65 H -0.991 4.862 -0.883  0.000
66 H -0.241 3.279 -1.263  0.003
67 H 0.368 4.240 0.096  0.000
68 H -3.293 2.915 -1.149  0.000
69 H -4.057 2.407 0.389  0.000
70 H -2.962 1.304 -0.443  0.001
71 H -3.107 5.171 0.476  0.000
72 H -1.765 5.489 1.606  0.000
73 H -3.222 4.650 2.189  0.000
74 O -2.561 2.373 2.611  0.010
75 S -1.347 2.650 3.478  0.007
76 O -1.731 3.296 4.714  0.002
77 O -0.683 1.342 3.749  0.018
78 O -0.468 3.537 2.654  0.006

Results
HOMO-LUMO gap (alpha / beta) (eV): 5.3 / 6.6
LUMO level (alpha / beta) (eV): 3.965 / 3.965
Charge: -2
⟨S²⟩: 3.7705
Maximum force (eV/Å): 4.3
DFT total energy (a.u.): -10391.29164
Multiplicity: 4
HOMO energy (alpha / beta) (eV): -1.3 / -2.6